C34H43AsMnN2P2S | ωB97M-V/def2-TZVPD

Atoms and positions in Å:
H1 -1.56 -0.78 -6.49
H2 2.27 -2.76 -1.88
C1 2.06 3.64 -2.37
N1 0.82 2.42 3.06
C2 4.66 2.80 -0.08
H3 -2.59 -3.18 -3.36
H4 0.87 4.78 1.10
H5 -0.06 4.62 -0.40
C3 -2.78 -3.16 0.04
H6 4.58 -0.89 1.02
H7 0.26 -3.23 4.39
H8 2.16 -4.41 -0.03
H9 -0.02 -0.86 4.62
H10 -4.69 -0.83 0.09
H11 1.27 5.79 -0.31
C4 -1.00 -0.45 2.88
H12 -1.44 -2.70 4.28
H13 1.79 -3.64 2.27
H14 2.26 4.67 -2.69
C5 -3.65 1.90 1.82
C6 -0.47 -2.67 3.80
H15 3.66 4.41 0.99
C7 -2.81 0.18 -0.17
C8 1.12 2.00 2.02
S1 -0.50 1.37 -0.69
H16 4.11 4.83 -0.65
C9 4.23 1.76 2.58
H17 -0.94 -1.54 -4.22
H18 -2.00 -0.61 3.29
C10 1.40 -1.12 3.18
C11 4.93 -0.02 0.46
H19 -3.77 -6.31 -0.70
H20 -2.65 -2.50 0.88
C12 1.67 -0.63 0.72
C13 2.08 -2.43 -0.87
H21 5.30 1.90 2.73
H22 5.97 0.19 0.73
H23 -3.98 2.56 2.60
H24 3.69 2.65 2.90
H25 3.89 0.93 3.19
C14 -2.75 -3.54 -2.35
H26 -0.95 -0.79 1.85
C15 1.79 -2.92 1.46
C16 -1.99 1.24 0.23
H27 1.99 -1.73 3.87
H28 -3.36 -5.49 -2.99
H29 -3.42 -4.82 1.24
C17 -3.22 -4.46 0.24
C18 1.92 -1.09 -0.58
C19 1.60 -1.56 1.75
C20 -2.41 2.10 1.23
H30 -0.54 -3.09 2.80
C21 -2.08 -0.38 -5.62
C22 -2.42 -0.30 -3.25
As1 -1.94 -0.90 -1.50
C23 -3.19 -4.84 -2.14
C24 -4.48 0.85 1.41
C25 -4.06 -0.02 0.41
H31 4.81 2.47 -1.11
H32 2.00 -0.36 -1.41
H33 -3.36 0.89 -6.79
C26 2.01 -3.35 0.17
C27 -3.75 1.08 -4.69
Mn1 1.59 1.30 0.29
C28 -1.74 -0.81 -4.35
C29 0.93 4.81 0.01
H34 5.65 3.01 0.33
P1 2.06 3.52 -0.56
N2 -0.03 -1.25 3.68
H35 -5.45 0.72 1.86
H36 -4.53 1.82 -4.82
H37 -0.73 0.60 2.94
H38 1.08 3.34 -2.74
C30 -2.56 -2.70 -1.26
C31 -3.42 -5.30 -0.85
H39 -3.93 1.06 -2.55
C32 -3.09 0.56 -5.79
H40 2.81 2.98 -2.80
P2 3.88 1.41 0.83
H41 -1.77 2.91 1.56
C33 -3.42 0.66 -3.41
H42 4.88 -0.26 -0.60
H43 1.66 -0.07 3.30
C34 3.74 4.02 -0.02

## Properties
Charge ... +2
<S²> ... 3.8118
ΔE to the lowest compared entry with this formula, charge and spin ... 51.9 kcal per mole
Multiplicity ... 4
Orbital gap (alpha / beta) ... 7.39 / 5.99 eV